1.
{
  "formula": "C2H12O5",
  "method": "ωB97M-V/def2-TZVPD",
  "symbols": ["C", "C", "O", "H", "H", "H", "H", "O", "H", "H", "O", "H", "H", "O", "H", "H", "O", "H", "H"],
  "coordinates": [[3.3383, -1.5454, 2.8457], [3.2229, -0.3648, 2.2650], [2.0817, 0.4365, 2.2682], [4.2840, -2.0577, 2.7832], [2.4834, -2.0424, 3.2869], [4.0963, 0.1445, 1.8591], [1.9330, 0.5885, 1.3250], [-3.6441, -1.6604, -0.6948], [-4.3954, -1.0646, -0.7916], [-2.9804, -1.1422, -0.2300], [1.5541, 2.2868, 0.1653], [1.4492, 2.7182, -0.6891], [2.1670, 2.8751, 0.6267], [-1.9211, 1.2240, -1.3566], [-0.9715, 1.1970, -1.2183], [-2.1013, 1.7181, -2.1609], [-3.8836, -0.9087, -3.4510], [-3.4366, -1.2703, -2.6679], [-3.2757, -1.1319, -4.1647]],
  "lowdin_charge": [0.01, -0.28, -0.05, 0.05, 0.06, 0.10, 0.05, -0.05, 0.05, 0.04, -0.05, 0.05, 0.06, -0.05, 0.02, 0.04, -0.08, 0.00, 0.03],
  "relative_energy_kcal_mol": 24.2,
  "smiles": "C=CO.O.O.O.O",
  "homo_energy_ev": -9.5,
  "total_energy_ev": -12505.135,
  "total_charge": 0,
  "homo_lumo_gap_ev": 9.62
}



2.
{
  "formula": "C2H13N2O2",
  "method": "ωB97M-V/def2-TZVPD",
  "symbols": ["C", "N", "C", "N", "H", "H", "H", "H", "H", "H", "H", "H", "H", "H", "H", "O", "H", "H", "O"],
  "coordinates": [[0.0394, -1.2704, -1.0031], [-0.8181, -1.8605, 0.0049], [-0.0264, 0.2510, -0.8540], [0.2196, 0.5436, 0.5707], [-0.1653, -1.6084, -2.0114], [1.0460, -1.5905, -0.7738], [-1.7988, -1.6214, -0.1058], [-0.7880, -2.8678, 0.0505], [-1.0226, 0.5686, -1.1553], [0.6771, 0.7588, -1.5087], [1.2362, 0.5967, 0.7850], [-0.2299, 1.3623, 0.8830], [-0.1927, -0.2257, 1.1260], [3.3665, -0.3339, 2.0136], [3.5105, 0.2126, 0.6114], [2.8890, 0.1900, 1.3559], [-3.2951, 1.8765, -0.0920], [-2.2062, 2.9075, -0.1983], [-2.4412, 2.1112, 0.3014]],
  "lowdin_charge": [-0.25, 0.00, -0.15, 0.18, 0.12, 0.11, 0.09, 0.09, 0.11, 0.13, 0.11, 0.12, 0.15, 0.08, 0.08, -0.04, 0.06, 0.06, -0.05],
  "relative_energy_kcal_mol": 4.9,
  "homo_energy_ev": -13.8,
  "total_energy_ev": -9354.420,
  "total_charge": 1,
  "homo_lumo_gap_ev": 10.97
}



3.
{
  "formula": "C2H13NO3",
  "method": "ωB97M-V/def2-TZVPD",
  "symbols": ["C", "N", "C", "H", "H", "H", "H", "H", "H", "H", "O", "H", "H", "O", "H", "H", "O", "H", "H"],
  "coordinates": [[2.5132, -0.2925, -1.6126], [1.2097, -0.5223, -1.0034], [1.0878, -1.9414, -0.5539], [3.3339, -0.7629, -1.0772], [2.5046, -0.6270, -2.6595], [2.7167, 0.7820, -1.6374], [0.4821, -0.5229, -1.7032], [1.3955, -2.5162, -1.4409], [0.0864, -2.2434, -0.2616], [1.7779, -2.2993, 0.2126], [-2.4821, 1.8945, 1.2589], [-2.9494, 2.7226, 1.3437], [-1.5698, 2.0628, 1.5561], [0.8353, 1.4243, 1.2351], [1.1324, 1.4324, 2.1503], [1.3440, 0.7658, 0.7568], [-2.8078, -0.8741, 0.1774], [-2.6978, 0.0068, 0.5597], [-2.1289, -1.3461, 0.6912]],
  "lowdin_charge": [-0.15, -0.19, -0.13, 0.08, 0.08, 0.07, 0.10, 0.07, 0.06, 0.07, -0.05, 0.04, 0.03, -0.06, 0.03, -0.01, -0.08, -0.01, 0.03],
  "relative_energy_kcal_mol": 28.9,
  "smiles": "CNC.O.O.O",
  "homo_energy_ev": -9.3,
  "total_energy_ev": -9916.958,
  "total_charge": 0,
  "homo_lumo_gap_ev": 10.01
}



4.
{
  "formula": "C2H13NO3S",
  "method": "ωB97M-V/def2-TZVPD",
  "symbols": ["N", "C", "C", "S", "H", "H", "H", "H", "H", "H", "H", "O", "H", "H", "O", "H", "H", "O", "H", "H"],
  "coordinates": [[0.9301, 1.6416, 1.5247], [-0.0913, 1.1071, 0.7744], [0.4039, 0.7660, -0.5517], [-0.8109, -0.3902, -1.4517], [0.6333, 2.3883, 2.0531], [1.7986, 1.8538, 1.0423], [-0.6028, 0.2828, 1.4018], [-0.8927, 1.9503, 0.6314], [1.2874, 0.1136, -0.2846], [0.8290, 1.5008, -1.2726], [-2.0313, 0.2860, -1.3088], [1.8137, -2.3642, 1.5910], [2.7511, -2.5737, 1.2792], [1.2480, -2.5717, 0.8649], [-3.5947, 1.1160, -0.1644], [-4.2531, 1.5413, 0.4217], [-4.0867, 0.3923, -0.5128], [1.8852, -2.5467, -1.7583], [1.8679, -1.7378, -2.3123], [0.9155, -2.7555, -1.9675]],
  "lowdin_charge": [-0.01, -0.47, -0.52, 0.65, 0.04, 0.08, 0.14, 0.13, 0.08, 0.09, -0.15, -0.08, 0.07, -0.01, -0.08, 0.06, 0.02, -0.11, 0.03, 0.05],
  "relative_energy_kcal_mol": 35.5,
  "smiles": "NCCS.O.O.O",
  "homo_energy_ev": -8.7,
  "total_energy_ev": -20751.307,
  "total_charge": 0,
  "homo_lumo_gap_ev": 9.12
}



5.
{
  "formula": "C2H13NO4",
  "method": "ωB97M-V/def2-TZVPD",
  "symbols": ["C", "C", "N", "H", "H", "H", "H", "H", "H", "H", "O", "H", "H", "O", "H", "H", "O", "H", "H", "O"],
  "coordinates": [[-1.1126, 1.1724, -2.6574], [-0.2240, 1.3861, -1.6566], [-0.4477, 1.4798, -0.3135], [-2.0003, 0.5880, -2.4503], [-1.0093, 1.7678, -3.5535], [0.8089, 1.6154, -1.8962], [-0.0123, 2.1662, 0.2694], [-1.2204, 1.0046, 0.1245], [-1.8922, -2.3683, -0.5048], [-3.1265, -1.7701, 0.1889], [-2.6324, -2.5919, 0.0737], [2.1743, 1.3309, 1.1702], [2.3919, 1.1154, 2.6359], [2.3613, 1.8284, 1.9875], [1.2649, -1.0388, 0.6632], [1.6966, -0.4583, -0.7157], [1.8477, -0.3790, 0.2310], [1.0841, -2.3473, 2.4413], [-0.3867, -2.2859, 2.2436], [0.4347, -2.2155, 1.7186]],
  "mulliken_spin": [0.10, 0.14, 0.39, -0.07, -0.02, -0.10, -0.12, -0.10, -0.02, -0.07, 0.25, 0.02, -0.10, 0.27, -0.01, 0.04, 0.05, -0.27, -0.23, 0.85],
  "relative_energy_kcal_mol": 18.4,
  "s_squared": 0.751,
  "multiplicity": 2,
  "homo_energy_ev": [0.5, -5.0],
  "total_energy_ev": -11963.054,
  "total_charge": -1,
  "homo_lumo_gap_ev": [3.08, 8.36]
}



6.
{
  "formula": "C2H13NO4",
  "method": "ωB97M-V/def2-TZVPD",
  "symbols": ["C", "N", "C", "H", "H", "H", "H", "H", "O", "H", "H", "O", "H", "H", "O", "H", "H", "O", "H", "H"],
  "coordinates": [[-0.3934, 0.8017, 2.2356], [-0.2197, -0.1742, 1.4105], [1.0094, -0.8181, 1.1937], [-1.4408, 1.1465, 2.3436], [0.3467, 1.4402, 2.7304], [1.7791, -0.4585, 1.7177], [1.2407, -0.7596, 0.0125], [1.1449, -1.8700, 1.6620], [0.1239, 0.9085, -2.8189], [-0.7966, 1.2473, -2.8497], [0.5010, 1.0044, -3.6690], [-1.9785, -0.0430, -0.8209], [-0.9563, -0.0140, -0.8335], [-2.0975, -0.8328, -1.4537], [2.6458, 2.1768, -0.7429], [1.9546, 2.5142, -0.3182], [2.3698, 1.4102, -1.2226], [-1.3183, -2.8446, 0.5734], [-0.8433, -3.2261, 1.2550], [-1.1431, -1.8659, 0.6510]],
  "lowdin_charge": [0.00, -0.13, -0.17, 0.08, 0.08, 0.01, 0.14, 0.12, -0.05, 0.06, 0.02, -0.13, 0.03, 0.08, 0.01, -0.05, 0.01, -0.06, -0.03, 0.00],
  "relative_energy_kcal_mol": 64.4,
  "smiles": "C=NC.O.O.O.O",
  "homo_energy_ev": -9.9,
  "total_energy_ev": -11962.673,
  "total_charge": 0,
  "homo_lumo_gap_ev": 10.35
}



7.
{
  "formula": "C2H13NO4",
  "method": "ωB97M-V/def2-TZVPD",
  "symbols": ["N", "C", "C", "O", "H", "H", "H", "H", "H", "H", "H", "O", "H", "H", "O", "H", "H", "O", "H", "H"],
  "coordinates": [[1.2560, -0.2250, -1.5643], [1.4725, 1.2836, -2.0222], [1.8065, 1.3751, -3.5370], [2.9398, 0.4948, -3.6309], [0.9014, -0.6775, -2.3899], [2.2445, -0.3121, -1.2291], [0.6330, 2.0536, -1.7299], [2.3917, 1.5569, -1.4613], [0.8321, 0.9823, -4.0483], [2.1544, 2.4971, -3.7611], [3.1818, -0.0979, -4.4132], [-2.9935, -3.3269, 5.3221], [-3.1189, -3.3428, 4.3874], [-2.9819, -4.3285, 5.4785], [-2.3018, 6.8737, 1.5643], [-1.5074, 6.3254, 1.7192], [-2.7894, 6.6617, 2.2892], [-1.3655, -5.8244, 3.3815], [-2.1435, -6.0112, 2.8914], [-0.6118, -5.9581, 2.7536]],
  "lowdin_charge": [-0.02, -0.26, -0.28, -0.15, 0.03, 0.07, 0.12, 0.09, 0.13, 0.14, 0.13, -0.08, 0.00, 0.07, -0.02, 0.06, -0.03, -0.06, 0.01, 0.06],
  "relative_energy_kcal_mol": 67.2,
  "smiles": "NCCO.O.O.O",
  "homo_energy_ev": -9.4,
  "total_energy_ev": -11962.554,
  "total_charge": 0,
  "homo_lumo_gap_ev": 10.05
}



8.
{
  "formula": "C2H13NO4",
  "method": "ωB97M-V/def2-TZVPD",
  "symbols": ["C", "N", "C", "H", "H", "H", "H", "H", "O", "H", "H", "O", "H", "H", "O", "H", "H", "O", "H", "H"],
  "coordinates": [[0.3223, -0.9413, 2.4093], [0.2602, 0.3093, 2.2285], [1.4970, 0.9245, 1.6878], [-0.5983, -1.4717, 2.5781], [1.2091, -1.4986, 2.1278], [1.2677, 1.9300, 1.3365], [2.2191, 1.0323, 2.4970], [1.8592, 0.3579, 0.8295], [-1.5963, 0.9193, -4.1298], [-1.4177, 0.6914, -3.2068], [-1.0954, 1.7283, -4.2617], [-0.5316, 1.6994, -1.5475], [-0.9956, 1.9425, -0.7210], [0.4087, 1.7182, -1.3568], [1.8286, -4.7184, -0.4499], [2.1760, -5.6133, -0.3938], [1.8299, -4.5080, -1.3892], [-1.7899, 1.8870, 0.9184], [-1.0957, 1.6815, 1.5631], [-2.3291, 1.1226, 0.6944]],
  "lowdin_charge": [-0.05, -0.10, -0.12, 0.07, 0.08, 0.06, 0.08, 0.08, -0.08, 0.00, 0.02, -0.07, 0.00, 0.03, -0.06, 0.03, 0.03, -0.07, 0.01, 0.06],
  "relative_energy_kcal_mol": 31.3,
  "smiles": "C=NC.O.O.O.O",
  "homo_energy_ev": -10.5,
  "total_energy_ev": -11964.109,
  "total_charge": 0,
  "homo_lumo_gap_ev": 11.07
}